Entry from the Open Molecules 2025 dataset: a cluster of 2 separate species, C4H12N2O in total in a non-equilibrium geometry (wB97M-V/def2-TZVPD).

Calculated values
Charge   +1
Relative energy (zero: lowest compared OMol25 entry of this formula, charge and spin)   92.7 kJ/mol
Lowest unoccupied orbital energy (alpha / beta)   -4.02 / -7.92 eV
HOMO level (alpha / beta)   -13.325 / -13.191 eV
<S²>   0.765
Spin multiplicity   2

Last column: Mulliken spin population.
Atoms and positions in Å:
C: -0.544 -1.656 1.466  0.022
C: -0.461 -1.024 0.037  0.029
C: 0.485 0.133 0.026  0.174
C: 0.089 1.453 0.103  0.425
N: 1.791 -0.195 0.018  0.310
N: -1.014 -0.855 2.554  0.020
H: 0.450 -2.002 1.715  0.002
H: -1.209 -2.519 1.394  -0.001
H: 0.020 -1.790 -0.581  0.003
H: -1.432 -0.729 -0.330  -0.001
H: 0.738 2.328 0.037  0.006
H: -0.954 1.669 0.265  0.024
H: 2.237 -0.808 -0.653  -0.006
H: 2.431 0.404 0.524  -0.010
H: -2.022 -0.800 2.653  0.002
H: -0.561 0.038 2.687  0.004
H: -0.294 1.840 -2.605  -0.007
H: -0.558 2.425 -4.040  -0.001
O: -0.169 1.694 -3.542  0.002


Entry from the Open Molecules 2025 dataset: the ion C4H12N2O with charge +1 in a non-equilibrium geometry (wB97M-V/def2-TZVPD).

Calculated values
Charge   +1
Relative energy (zero: lowest compared OMol25 entry of this formula, charge and spin)   126.7 kJ/mol
Lowest unoccupied orbital energy (alpha / beta)   -3.37 / -8.58 eV
HOMO level (alpha / beta)   -14.028 / -13.574 eV
<S²>   0.756
Spin multiplicity   2

Last column: Mulliken spin population.
Atoms and positions in Å:
C: 0.304 -0.091 1.904  -0.004
O: -0.767 0.208 2.773  0.004
C: -0.247 0.168 0.475  0.019
C: 0.954 -0.145 -0.471  0.133
C: 0.501 -0.150 -1.970  0.043
N: -0.600 -0.977 -2.237  0.696
N: -0.601 1.548 0.329  0.094
H: 1.065 0.682 2.049  0.002
H: 0.694 -1.103 1.938  0.000
H: -0.676 -0.237 3.619  0.000
H: -1.010 -0.619 0.319  0.010
H: 1.733 0.582 -0.249  0.004
H: 1.366 -1.133 -0.249  -0.008
H: 0.270 0.890 -2.219  0.009
H: 1.312 -0.519 -2.604  0.026
H: -1.546 -0.717 -1.951  -0.012
H: -0.470 -1.990 -2.162  -0.015
H: -1.093 1.848 1.172  0.000
H: -1.189 1.757 -0.466  -0.002


Entry from the Open Molecules 2025 dataset: the ion C4H12N2O with charge +2 in a non-equilibrium geometry (wB97M-V/def2-TZVPD).

Calculated values
Charge   +2
Relative energy (zero: lowest compared OMol25 entry of this formula, charge and spin)   105.7 kJ/mol
Lowest unoccupied orbital energy   -7.54 eV
HOMO level   -18.650 eV
Spin multiplicity   1
SMILES   [NH3+]CC[C@H]([NH3+])C=O

Last column: Mulliken charge in e.
Atoms and positions in Å:
N: -1.669 0.219 2.162  -0.320
C: -0.556 -0.356 1.346  -0.718
C: -0.305 0.490 0.041  -0.911
C: 1.027 0.018 -0.664  -0.126
N: 1.122 0.760 -1.979  -0.309
C: 0.942 -1.534 -1.031  -0.070
O: 0.621 -1.744 -2.166  -0.436
H: -1.623 0.875 2.950  0.367
H: -2.459 0.522 1.572  0.391
H: -2.199 -0.545 2.624  0.393
H: -0.856 -1.295 0.893  0.433
H: 0.311 -0.287 1.985  0.354
H: -0.172 1.569 0.172  0.451
H: -1.144 0.307 -0.643  0.507
H: 1.897 0.312 -0.102  0.510
H: 1.091 0.056 -2.731  0.341
H: 0.531 1.579 -2.192  0.347
H: 1.982 1.308 -1.865  0.368
H: 1.460 -2.255 -0.370  0.429


> What is the spin multiplicity in the first record?

2


> The highest charge belongs to which entry?

number 3


> Among the records above, which one has the highest charge?

number 3


> Which of these has the highest charge?

number 3